1.
19
Properties=species:S:1:pos:R:3:mulliken_charge:R:1 method="wB97M-V/def2-TZVPD" smiles="C1=NN[C@H]2CC[C@H]3[C@H]1[C@H]32" energy_ev=-10397.3196 spin_multiplicity=1 e_lumo_ha=0.039 e_homo_ev=-8.38 e_above_lowest_kcal_mol=99.0
C 1.929 -1.086 -0.305 -0.60
N 2.441 0.089 -0.198 -0.60
N 1.551 1.160 -0.188 -0.21
C 0.161 1.021 0.513 0.18
C -1.141 1.099 -0.339 -1.15
C -1.901 -0.238 -0.387 -0.65
C -0.848 -1.266 0.296 -0.17
C 0.460 -1.105 -0.386 -0.02
C 0.106 -0.390 0.979 -0.43
H 2.623 -1.917 -0.302 0.43
H 2.059 1.928 0.243 0.35
H 0.164 1.694 1.379 0.39
H -1.755 1.901 0.026 0.37
H -0.858 1.383 -1.352 0.36
H -2.079 -0.599 -1.404 0.35
H -2.821 -0.245 0.210 0.37
H -1.130 -2.244 0.662 0.42
H 0.317 -0.481 -1.261 0.31
H 0.721 -0.703 1.813 0.31


2.
10
Properties=species:S:1:pos:R:3:mulliken_charge:R:1 method="wB97M-V/def2-TZVPD" energy_ev=-9778.3833 spin_multiplicity=1 e_lumo_ha=-0.009 e_homo_ev=-9.32 e_above_lowest_kcal_mol=76.2
O -0.841 0.950 2.805 -0.39
C -1.450 0.655 1.840 0.67
C -1.812 0.223 0.639 -0.48
N -0.982 -0.179 -0.366 -0.39
C 0.241 -0.018 -0.464 0.09
C 1.100 0.693 0.553 -0.13
O 1.621 1.723 0.243 -0.40
H -2.838 0.084 0.387 0.38
H 0.647 -0.352 -1.512 0.33
H 1.111 0.411 1.691 0.31


3.
119
Properties=species:S:1:pos:R:3:mulliken_charge:R:1 method="wB97M-V/def2-TZVPD" energy_ev=-131435.2076 spin_multiplicity=1 e_lumo_ha=0.052 e_homo_ev=-3.64 e_above_lowest_kcal_mol=0.0 total_charge=-1
C -11.429 -11.507 -2.996 -1.78
C -9.882 -11.384 -2.812 1.53
C -9.604 -9.860 -2.865 -1.05
C -8.144 -9.629 -2.463 -0.84
C -8.030 -10.209 -1.051 -1.39
C -8.252 -11.746 -0.950 2.15
N -9.518 -12.023 -1.581 0.82
O -9.994 -13.321 -1.408 -0.04
C -8.342 -12.003 0.549 -0.99
C -7.073 -12.500 -1.524 -1.14
C -9.270 -12.013 -4.080 -1.25
H -11.705 -12.527 -3.262 0.33
H -11.811 -10.875 -3.801 0.30
H -11.823 -11.253 -2.013 0.03
H -10.154 -9.238 -2.152 0.34
H -9.848 -9.432 -3.842 0.33
H -7.891 -8.561 -2.540 0.38
H -7.384 -9.990 -3.168 0.17
H -8.644 -9.608 -0.381 0.34
H -6.988 -10.035 -0.741 0.16
H -8.584 -13.040 0.797 0.03
H -9.041 -11.331 1.046 0.23
H -7.368 -11.930 1.045 -0.35
H -7.181 -13.578 -1.473 -0.30
H -6.144 -12.275 -0.965 0.21
H -6.678 -12.161 -2.489 0.33
H -9.735 -11.656 -5.005 0.21
H -9.327 -13.100 -4.152 -0.29
H -8.188 -11.854 -4.169 0.30
C -8.317 -13.290 3.986 -0.06
C -8.822 -11.856 4.022 0.86
O -9.351 -11.858 5.373 -0.42
C -8.518 -12.618 6.098 0.60
O -8.527 -12.653 7.297 -0.58
O -7.760 -13.379 5.302 -0.41
H -7.651 -13.543 3.168 0.15
H -9.169 -13.979 3.999 0.26
H -9.533 -11.685 3.221 -0.44
H -8.028 -11.111 4.025 0.11
C -11.466 -10.112 -6.943 0.65
C -12.432 -8.928 -6.924 -0.30
O -13.717 -9.563 -6.978 -0.39
C -13.595 -10.889 -7.172 0.64
O -14.482 -11.669 -7.202 -0.51
O -12.278 -11.198 -7.265 -0.41
H -10.934 -10.261 -5.998 -0.64
H -10.656 -9.972 -7.662 0.39
H -12.272 -8.235 -7.748 0.28
H -12.428 -8.330 -6.016 0.27
C -12.336 -10.980 0.479 0.00
C -11.922 -12.234 1.242 0.86
O -13.184 -12.849 1.415 -0.44
C -14.118 -12.308 0.567 0.59
O -15.190 -12.769 0.362 -0.59
O -13.545 -11.317 -0.179 -0.32
H -11.517 -10.726 -0.199 -0.36
H -12.436 -10.156 1.191 0.37
H -11.466 -11.845 2.152 -0.07
H -11.221 -12.788 0.606 -0.20
C -7.179 -15.216 0.796 0.15
S -5.967 -16.593 0.909 0.43
O -6.585 -17.931 0.646 -0.62
C -4.927 -16.106 -0.512 -0.70
H -8.032 -15.219 1.472 0.32
H -7.698 -15.141 -0.167 -0.25
H -6.594 -14.298 0.856 -0.02
H -4.231 -16.944 -0.596 0.37
H -4.466 -15.125 -0.545 0.32
H -5.499 -16.253 -1.437 0.06
C -4.871 -8.472 1.412 -0.73
S -5.124 -9.448 2.927 0.37
O -6.571 -9.574 3.262 -0.57
C -4.640 -11.016 2.135 -0.44
H -3.931 -8.697 0.898 0.40
H -4.925 -7.390 1.509 0.38
H -5.566 -8.747 0.610 0.08
H -3.583 -10.967 1.869 0.51
H -5.208 -11.226 1.229 -0.26
H -4.759 -11.809 2.871 0.31
C -7.331 -6.765 -5.366 -0.16
S -8.149 -7.616 -6.757 0.36
O -9.632 -7.377 -6.628 -0.57
C -7.827 -9.333 -6.195 -0.62
H -7.831 -5.840 -5.079 0.37
H -6.288 -6.544 -5.580 0.33
H -7.458 -7.421 -4.504 -0.35
H -8.719 -9.832 -5.825 -0.05
H -7.108 -9.416 -5.379 0.36
H -7.406 -9.874 -7.041 0.51
C -13.396 -15.693 -0.886 -0.33
S -12.356 -17.007 -0.208 0.38
O -12.203 -18.199 -1.141 -0.66
C -10.805 -16.115 -0.446 -0.32
H -13.285 -14.751 -0.347 -0.13
H -14.438 -15.995 -0.946 0.49
H -12.992 -15.485 -1.882 0.12
H -10.690 -15.413 0.377 0.13
H -10.807 -15.661 -1.435 -0.22
H -10.040 -16.891 -0.439 0.46
C -14.723 -12.611 -4.268 -0.84
S -15.611 -12.163 -2.772 0.71
O -16.935 -11.554 -3.151 -0.79
C -16.021 -13.829 -2.206 -1.01
H -14.403 -11.637 -4.649 0.02
H -15.355 -13.058 -5.030 0.54
H -13.764 -13.094 -4.078 0.41
H -15.554 -14.687 -2.681 0.29
H -17.091 -13.918 -2.421 0.48
H -16.008 -13.828 -1.115 0.31
C -10.281 -16.682 -4.790 -0.76
S -8.567 -17.222 -4.305 0.54
O -8.035 -17.736 -5.616 -0.69
C -7.862 -15.544 -4.093 -0.55
H -10.207 -16.122 -5.719 0.33
H -10.783 -16.248 -3.931 0.08
H -10.666 -17.652 -5.106 0.41
H -8.176 -15.260 -3.080 -0.13
H -8.220 -14.834 -4.835 0.30
H -6.780 -15.412 -4.043 0.48


4.
13
Properties=species:S:1:pos:R:3:mulliken_charge:R:1 method="wB97M-V/def2-TZVPD" energy_ev=-79856.1053 spin_multiplicity=1 e_lumo_ha=0.133 e_homo_ev=-4.74 e_above_lowest_kcal_mol=53.8 total_charge=-1
C 0.405 2.286 -1.037 -0.63
C -0.139 1.273 -0.435 0.00
C 1.621 -2.036 1.414 0.62
C -2.012 -0.588 -0.871 -0.16
N -1.667 0.430 -1.491 -0.49
O 0.602 -1.722 0.914 -0.46
O 2.630 -2.636 1.360 -0.47
Br 1.646 -0.975 3.517 -0.69
H 1.260 2.791 -0.605 0.28
H 0.033 2.663 -1.974 0.29
H 0.024 0.673 0.429 0.29
H -2.834 -1.187 -1.268 0.27
H -1.570 -0.973 0.047 0.17


5.
9
Properties=species:S:1:pos:R:3:mulliken_charge:R:1 method="wB97M-V/def2-TZVPD" energy_ev=-74702.3864 spin_multiplicity=1 e_lumo_ha="-0.023 / -0.029" e_homo_ev="-8.69 / -9.88" e_above_lowest_kcal_mol=125.5
C -0.005 1.242 -0.599 -0.05
C -0.161 0.089 1.044 -0.28
C 0.869 0.173 -0.009 -0.15
N -0.912 1.102 0.286 -0.42
Br 2.697 0.113 0.074 -0.05
H -0.071 1.983 -1.352 0.41
H -0.784 -0.925 1.099 0.16
H 0.074 0.344 1.994 0.32
H 0.751 -1.265 -1.666 0.07


6.
16
Properties=species:S:1:pos:R:3:mulliken_charge:R:1 method="wB97M-V/def2-TZVPD" energy_ev=-11246.0970 spin_multiplicity=1 e_lumo_ha=0.031 e_homo_ev=-8.54 e_above_lowest_kcal_mol=81.3
C 0.753 0.411 -1.205 -1.44
C 0.092 -1.299 0.573 0.05
C -0.339 -0.157 -0.304 1.10
N 0.263 1.746 1.257 -0.54
N -1.621 -0.302 -0.920 -0.65
O 0.225 -2.596 0.327 -0.46
N 0.147 -0.634 1.677 -0.78
N -0.411 0.547 1.070 0.18
H 0.347 -3.067 1.163 0.38
H 1.272 1.626 1.360 0.21
H -0.105 2.190 2.093 0.27
H -2.116 0.580 -0.955 0.27
H -1.554 -0.690 -1.853 0.26
H 0.501 1.435 -1.476 0.34
H 0.829 -0.197 -2.105 0.42
H 1.718 0.407 -0.702 0.39